C25H32F2GeHfO2PS | ωB97M-V/def2-TZVPD

Output
LUMO: -2.911 eV
relative energy (zero: lowest compared OMol25 entry of this formula, charge and spin): 66.4 kJ/mol
frontier orbital gap: 5.5 eV
net charge: +1
spin multiplicity: 1
HOMO level: -0.3077 Ha

CARTESIAN COORDINATES (ANGSTROEM)
Hf1 0.67 -0.91 0.06
Ge1 4.22 -1.49 1.75
S1 -0.92 -3.81 -0.21
P1 -1.42 1.59 -0.46
F1 2.88 0.15 -2.14
F2 2.39 -1.81 -1.26
O1 -0.33 0.72 0.42
O2 -0.80 -2.24 0.04
C1 -0.67 3.65 1.25
C2 -1.03 0.57 -2.97
C3 -2.78 5.29 0.53
C4 -3.21 0.16 1.03
C5 -4.22 -0.77 1.22
C6 0.02 2.93 -3.97
C7 0.56 -4.48 0.49
C8 -2.97 0.69 -0.23
C9 -3.90 0.46 -1.23
C10 -0.95 1.70 -2.17
C11 -0.81 4.91 1.81
C12 -4.98 -0.39 -1.05
C13 -1.56 3.23 0.27
C14 -0.01 1.82 -4.80
C15 -0.53 0.64 -4.27
C16 4.67 -3.44 1.66
C17 -0.49 2.90 -2.67
C18 1.74 -0.60 -1.83
C19 -1.92 -4.23 1.18
C20 -5.10 -1.06 0.16
C21 2.26 -0.79 1.53
C22 -2.57 4.09 -0.12
C23 4.76 -1.19 3.68
C24 -1.93 5.70 1.54
C25 5.57 -0.71 0.57
H1 -3.58 5.91 0.18
H2 5.36 0.35 0.28
H3 -5.74 -0.50 -1.81
H4 0.48 -5.56 0.58
H5 -2.09 6.64 2.04
H6 -1.58 -3.65 2.08
H7 4.22 -1.86 4.36
H8 4.44 -0.17 4.00
H9 5.73 -3.47 1.95
H10 0.17 2.99 1.57
H11 -0.55 -0.31 -4.82
H12 0.43 3.85 -4.35
H13 -0.52 3.83 -2.08
H14 -2.54 0.48 1.84
H15 6.54 -0.67 1.06
H16 0.72 -4.08 1.53
H17 -3.74 0.94 -2.18
H18 -1.47 -0.36 -2.58
H19 2.09 -0.73 2.63
H20 1.41 -4.25 -0.15
H21 1.46 -0.94 -2.84
H22 5.86 -1.32 3.80
H23 -2.94 -3.87 0.92
H24 -3.15 3.79 -1.01
H25 -0.10 5.25 2.57
H26 0.43 1.86 -5.84
H27 -1.95 -5.33 1.28
H28 4.04 -4.05 2.33
H29 4.55 -3.83 0.66
H30 5.68 -1.29 -0.32
H31 -4.40 -1.17 2.21
H32 -5.92 -1.76 0.30

The net atomic charges from Löwdin, expressed in e, are:
1. Hf 1.3091
2. Ge 0.7205
3. S 0.9992
4. P 0.9950
5. F -0.0539
6. F -0.1992
7. O -0.4871
8. O -0.6722
9. C -0.0593
10. C -0.1164
11. C -0.0614
12. C -0.0870
13. C -0.0644
14. C -0.0532
15. C -0.2628
16. C -0.2889
17. C -0.0732
18. C -0.3133
19. C -0.0536
20. C -0.0553
21. C -0.3099
22. C -0.0375
23. C -0.0688
24. C -0.2589
25. C -0.0442
26. C -0.3151
27. C -0.2522
28. C -0.0521
29. C -0.4562
30. C -0.0850
31. C -0.2540
32. C -0.0399
33. C -0.2493
34. H 0.1063
35. H 0.0278
36. H 0.1110
37. H 0.0707
38. H 0.1135
39. H 0.1035
40. H 0.0043
41. H 0.0141
42. H 0.0152
43. H 0.1306
44. H 0.1209
45. H 0.1145
46. H 0.1231
47. H 0.1262
48. H 0.0104
49. H 0.0947
50. H 0.1086
51. H 0.1127
52. H -0.1204
53. H 0.0612
54. H 0.0802
55. H 0.0202
56. H 0.0603
57. H 0.1229
58. H 0.1182
59. H 0.1414
60. H 0.0862
61. H 0.0096
62. H -0.0121
63. H -0.0044
64. H 0.1177
65. H 0.1114

***

C25H32FLuO2 | ωB97M-V/def2-TZVPD

Output
LUMO: 0.339 eV
relative energy (zero: lowest compared OMol25 entry of this formula, charge and spin): 34.3 kJ/mol
frontier orbital gap: 7.6 eV
net charge: 0
spin multiplicity: 1
HOMO level: -0.2672 Ha

CARTESIAN COORDINATES (ANGSTROEM)
Lu1 -0.26 -0.54 1.99
F1 -4.50 -5.72 1.09
O1 -0.86 -0.05 -1.38
O2 1.27 2.33 -2.41
C1 2.86 4.16 -1.88
C2 2.10 -1.12 1.81
C3 -1.98 1.29 1.64
C4 -2.44 -3.15 2.71
C5 0.64 -2.61 2.78
C6 -3.18 -3.99 0.14
C7 1.84 -0.67 3.13
C8 -3.30 -4.26 2.56
C9 0.56 4.68 -2.84
C10 -0.97 0.97 3.70
C11 1.71 3.69 -2.75
C12 -2.01 0.00 3.56
C13 -1.96 -2.49 1.59
C14 -0.97 1.78 2.52
C15 -3.64 -4.66 1.27
C16 0.94 -1.59 3.74
C17 -2.62 0.19 2.28
C18 2.17 3.27 -4.16
C19 1.37 -2.34 1.59
C20 0.99 -1.12 -2.57
C21 1.65 1.91 -3.78
C22 1.57 -0.48 -1.31
C23 -0.50 -1.23 -2.16
C24 0.42 0.43 -0.90
C25 -2.36 -2.85 0.33
H1 1.68 -1.16 -0.47
H2 2.48 4.53 -0.92
H3 0.26 5.05 -1.85
H4 -0.37 2.68 2.37
H5 -2.14 -2.86 3.72
H6 1.46 -2.99 0.72
H7 -0.56 -2.16 -1.53
H8 2.32 0.19 3.59
H9 -2.35 -0.69 4.34
H10 -0.32 4.21 -3.32
H11 1.43 -2.11 -2.80
H12 1.15 -0.48 -3.44
H13 -0.31 1.10 4.56
H14 3.59 3.36 -1.74
H15 0.76 1.64 -4.37
H16 0.87 5.56 -3.42
H17 -3.49 -0.34 1.89
H18 0.52 1.33 -1.52
H19 2.56 0.02 -1.41
H20 1.63 3.77 -4.95
H21 -1.24 -1.22 -2.96
H22 3.35 5.00 -2.38
H23 2.40 1.12 -3.75
H24 0.51 0.75 0.18
H25 -3.69 -4.80 3.42
H26 0.06 -3.51 2.96
H27 2.81 -0.67 1.13
H28 0.61 -1.55 4.78
H29 -3.44 -4.32 -0.87
H30 3.22 3.30 -4.40
H31 -2.06 -2.29 -0.54
H32 -2.27 1.72 0.69

The net atomic charges from Löwdin, expressed in e, are:
1. Lu 1.4958
2. F 0.0093
3. O -0.1261
4. O -0.1372
5. C -0.0153
6. C -0.2308
7. C -0.1884
8. C -0.1665
9. C -0.2121
10. C -0.0188
11. C -0.2172
12. C -0.0192
13. C -0.0156
14. C -0.2390
15. C -0.5463
16. C -0.2182
17. C -0.2317
18. C -0.2119
19. C -0.2857
20. C -0.2112
21. C -0.1947
22. C -0.0866
23. C -0.1870
24. C -0.1372
25. C -0.1334
26. C -0.1695
27. C -0.1792
28. C -0.2268
29. C -0.1383
30. H 0.0483
31. H 0.0858
32. H 0.0853
33. H 0.1031
34. H 0.0826
35. H 0.1189
36. H 0.1060
37. H 0.1108
38. H 0.1076
39. H 0.0988
40. H 0.1214
41. H 0.0780
42. H 0.1073
43. H 0.0950
44. H 0.1296
45. H 0.0942
46. H 0.1138
47. H 0.0687
48. H 0.1317
49. H 0.1098
50. H 0.1266
51. H 0.0946
52. H 0.1154
53. H 0.0937
54. H 0.1069
55. H 0.1046
56. H 0.1042
57. H 0.1143
58. H 0.1076
59. H 0.1142
60. H 0.0496
61. H 0.1101

***

C25H32MnN4O4S3 | ωB97M-V/def2-TZVPD

Output
expectation value of S²: 8.75
LUMO (alpha / beta): 0.457 / 0.455 eV
frontier orbital gap (alpha / beta): 7.7 / 7.8 eV
net charge: 0
spin multiplicity: 6
HOMO level (alpha / beta): -0.2646 / -0.2697 Ha

CARTESIAN COORDINATES (ANGSTROEM)
Mn1 0.61 -0.45 -0.11
S1 2.89 1.52 -0.01
S2 1.66 3.46 -2.93
S3 -0.22 3.04 -0.06
O1 -0.13 -2.23 -1.16
O2 0.49 0.49 1.64
O3 2.05 -2.11 0.33
O4 1.30 1.70 3.99
N1 -1.57 -0.70 0.26
N2 0.60 0.26 -2.25
N3 -0.61 0.67 -2.65
N4 -2.25 -1.43 -0.73
C1 -1.74 0.25 2.49
C2 1.06 4.84 -1.90
C3 -1.93 -2.96 -2.54
C4 -1.51 -4.39 -4.43
C5 3.36 3.19 -2.34
C6 -0.83 0.41 -3.94
C7 0.29 -0.21 -4.43
C8 2.52 3.15 0.72
C9 -0.18 4.54 -1.06
C10 0.01 1.25 3.82
C11 -0.38 0.64 2.61
C12 1.59 -2.90 1.45
C13 -2.64 0.49 3.53
C14 -3.29 -2.98 -2.84
C15 -1.05 -3.67 -3.34
C16 -1.39 -2.16 -1.39
C17 2.29 0.68 3.95
C18 -2.24 -0.45 1.31
C19 3.64 1.87 -1.63
C20 1.07 3.36 1.16
C21 -2.87 -4.41 -4.73
C22 -3.76 -3.71 -3.93
C23 1.15 -0.29 -3.33
C24 -2.24 1.12 4.70
C25 -0.90 1.49 4.83
H1 3.25 1.17 4.08
H2 -2.94 1.30 5.50
H3 -3.23 -4.98 -5.58
H4 2.27 0.15 2.99
H5 -1.77 0.67 -4.41
H6 -3.28 -0.80 1.35
H7 4.00 3.21 -3.22
H8 2.14 -0.04 4.76
H9 1.63 -2.25 2.32
H10 3.65 4.05 -1.74
H11 0.96 4.37 1.54
H12 -0.37 5.39 -0.41
H13 -1.22 1.10 -1.98
H14 1.88 5.17 -1.26
H15 3.15 3.25 1.61
H16 -4.82 -3.72 -4.15
H17 0.84 5.66 -2.57
H18 2.13 -0.74 -3.27
H19 -3.67 0.17 3.41
H20 1.85 -2.62 -0.47
H21 2.25 -3.75 1.60
H22 2.84 3.90 0.02
H23 4.72 1.77 -1.52
H24 0.46 -0.57 -5.43
H25 0.57 -3.23 1.28
H26 -0.81 -4.94 -5.05
H27 -0.54 1.98 5.73
H28 -1.05 4.44 -1.71
H29 0.00 -3.64 -3.10
H30 0.84 2.68 1.97
H31 3.29 1.05 -2.26
H32 -3.97 -2.43 -2.20

The net atomic charges from Löwdin, expressed in e, are:
1. Mn 0.8275
2. S 0.8844
3. S 0.8655
4. S 0.8648
5. O -0.1556
6. O -0.2559
7. O -0.1888
8. O -0.1149
9. N -0.0533
10. N -0.0445
11. N 0.0056
12. N 0.0614
13. C -0.1341
14. C -0.5281
15. C -0.1509
16. C -0.0873
17. C -0.5286
18. C -0.0781
19. C -0.0495
20. C -0.4755
21. C -0.5425
22. C -0.2424
23. C -0.3016
24. C -0.0939
25. C -0.0596
26. C -0.0381
27. C -0.0389
28. C -0.4827
29. C -0.0650
30. C -0.0696
31. C -0.5155
32. C -0.5043
33. C -0.0993
34. C -0.0883
35. C -0.1576
36. C -0.0952
37. C -0.0044
38. H 0.0905
39. H 0.0963
40. H 0.0973
41. H 0.0652
42. H 0.1246
43. H 0.1243
44. H 0.0704
45. H 0.0954
46. H 0.0790
47. H 0.0622
48. H 0.0940
49. H 0.0757
50. H 0.1238
51. H 0.0596
52. H 0.0775
53. H 0.0984
54. H 0.0671
55. H 0.1135
56. H 0.1067
57. H 0.0799
58. H 0.0858
59. H 0.0355
60. H 0.0703
61. H 0.0994
62. H 0.0876
63. H 0.0979
64. H 0.1185
65. H 0.0662
66. H 0.1055
67. H 0.0296
68. H 0.0352
69. H 0.1021